Molecular formula: C3H11NOS2
Method: DFT, ωB97M-V/def2-TZVPD

Cartesian coordinates (Å):
N: 1.124 -0.767 -1.735
C: 1.257 -0.289 -0.381
C: 1.112 -1.457 0.578
C: 0.282 0.865 0.080
S: 0.471 1.199 1.840
S: -1.754 -1.789 -1.460
H: 1.220 -0.046 -2.431
H: 0.248 -1.386 -1.818
H: 2.243 0.204 -0.242
H: 1.708 -2.355 0.369
H: 1.327 -1.131 1.603
H: 0.157 -1.961 0.377
H: 0.447 1.847 -0.384
H: -0.736 0.489 -0.102
H: -2.392 -1.752 -2.640
H: -1.471 2.466 2.209
H: -3.062 2.759 2.127
O: -2.180 3.102 2.009

Values from the calculation:
Lowest unoccupied orbital energy (spin up / spin down) (eV): 3.1158 / 1.0255
Multiplicity: 2
Total charge: -1
<S²>: 0.75
Highest occupied orbital energy (spin up / spin down) (eV): -3.16 / -3.16
HOMO-LUMO gap (spin up / spin down) (eV): 6.3 / 4.2
Relative energy (zero: lowest compared OMol25 entry of this formula, charge and spin) (kJ/mol): 39.7


Molecular formula: C19H20N2O2
Method: DFT, ωB97M-V/def2-TZVPD

Cartesian coordinates (Å):
C: 1.588 -3.749 2.450
N: 0.876 -3.922 1.201
C: 1.469 -4.968 0.396
C: 0.610 -2.697 0.463
C: 1.857 -1.836 0.126
N: 1.452 -0.600 -0.493
C: 1.643 0.605 0.105
O: 2.384 0.762 1.055
C: 0.886 1.727 -0.523
C: 1.521 2.979 -0.649
C: 0.854 4.043 -1.183
C: -0.489 3.920 -1.599
C: -1.209 5.001 -2.148
C: -2.515 4.852 -2.523
C: -3.163 3.617 -2.364
C: -2.493 2.549 -1.836
C: -1.143 2.669 -1.444
C: -0.425 1.583 -0.906
C: -0.394 -1.836 1.172
C: -1.700 -1.578 0.868
C: -2.150 -0.630 1.818
C: -1.083 -0.379 2.623
O: -0.022 -1.102 2.239
H: 1.173 -2.907 2.997
H: 1.453 -4.652 3.047
H: 2.666 -3.585 2.311
H: 0.880 -5.112 -0.508
H: 1.449 -5.894 0.970
H: 2.512 -4.764 0.113
H: 0.139 -3.004 -0.480
H: 2.389 -1.561 1.039
H: 2.528 -2.391 -0.537
H: 0.817 -0.659 -1.273
H: 2.542 3.068 -0.310
H: 1.344 5.001 -1.289
H: -0.708 5.951 -2.266
H: -3.060 5.685 -2.943
H: -4.197 3.519 -2.663
H: -2.987 1.596 -1.710
H: -0.943 0.642 -0.769
H: -2.270 -2.016 0.074
H: -3.127 -0.196 1.885
H: -0.955 0.270 3.466

Values from the calculation:
Lowest unoccupied orbital energy (eV): 0.4243
Highest occupied orbital energy (eV): -8.34
HOMO-LUMO gap (eV): 8.8
SMILES string: CN(C)[C@H](CNC(=O)c1ccc2ccccc2c1)c1ccco1
Relative energy (zero: lowest compared OMol25 entry of this formula, charge and spin) (kJ/mol): 173.3


Molecular formula: C26H17Br2ClF5N2OsS
Method: DFT, ωB97M-V/def2-TZVPD

Cartesian coordinates (Å):
Os: -0.988 0.814 -0.086
C: -0.666 -0.546 5.567
C: 0.174 0.215 4.763
C: 0.096 0.111 3.383
C: -0.814 -0.766 2.822
C: -1.642 -1.550 3.611
C: -1.569 -1.431 4.990
N: -0.897 -0.848 1.379
N: -1.115 -1.997 0.950
C: -1.148 -2.075 -0.449
C: -1.195 -3.342 -0.999
C: -1.071 -3.476 -2.377
C: -0.893 -2.346 -3.158
C: -0.881 -1.069 -2.593
C: -1.019 -0.906 -1.221
H: -0.616 -0.449 6.643
H: 0.884 0.897 5.210
H: 0.744 0.704 2.750
H: -2.342 -2.230 3.144
H: -2.219 -2.031 5.613
H: -1.307 -4.200 -0.348
H: -1.094 -4.457 -2.833
H: -0.766 -2.448 -4.228
H: -0.744 -0.216 -3.240
Br: 2.328 -1.372 0.236
C: 3.044 0.393 0.282
Br: 1.757 1.775 -0.198
H: 3.834 0.472 -0.454
H: 3.384 0.617 1.283
F: -5.491 -0.659 5.071
C: -4.641 -0.015 4.287
C: -4.552 -0.343 2.945
F: -5.318 -1.305 2.441
C: -3.652 0.325 2.142
F: -3.580 -0.046 0.848
C: -2.827 1.329 2.631
S: -1.648 2.206 1.675
C: -2.941 1.639 3.985
F: -2.166 2.579 4.519
C: -3.834 0.982 4.808
F: -3.910 1.288 6.097
Cl: 0.230 3.316 -2.928
C: -1.027 2.320 -3.612
C: -0.968 2.039 -4.969
C: -1.973 1.287 -5.556
C: -3.037 0.834 -4.783
C: -3.068 1.114 -3.430
C: -2.058 1.850 -2.808
C: -2.133 2.111 -1.345
H: -0.144 2.421 -5.557
H: -1.931 1.069 -6.615
H: -3.840 0.270 -5.239
H: -3.890 0.755 -2.821
H: -3.156 2.042 -0.982
H: -1.715 3.078 -1.063

Values from the calculation:
Lowest unoccupied orbital energy (spin up / spin down) (eV): -4.1712 / -5.6932
Multiplicity: 5
Total charge: +1
<S²>: 6.03
Highest occupied orbital energy (spin up / spin down) (eV): -11.54 / -11.69
HOMO-LUMO gap (spin up / spin down) (eV): 7.4 / 6.0
Relative energy (zero: lowest compared OMol25 entry of this formula, charge and spin) (kJ/mol): 0.0


Molecular formula: C14H44O15
Method: DFT, ωB97M-V/def2-TZVPD

Cartesian coordinates (Å):
O: -3.343 -0.296 2.366
C: -2.939 -0.353 3.682
C: -4.099 -0.137 4.662
O: -3.454 0.051 5.890
H: -3.696 -1.157 2.225
H: -2.433 -1.260 3.960
H: -2.296 0.470 3.837
H: -4.733 -0.979 4.766
H: -4.590 0.822 4.476
H: -3.104 0.934 5.916
O: 0.490 1.173 -1.648
C: -0.118 1.515 -0.430
C: -1.591 1.073 -0.223
O: -2.138 1.575 0.915
H: 0.709 0.216 -1.650
H: 0.577 1.072 0.320
H: -0.101 2.615 -0.322
H: -1.738 0.005 -0.120
H: -2.136 1.451 -1.107
H: -2.513 0.827 1.455
O: -0.793 -1.592 1.765
C: 0.166 -0.688 2.440
C: 0.519 -1.354 3.772
O: 1.188 -2.595 3.552
H: -0.312 -2.027 1.064
H: 1.034 -0.617 1.766
H: -0.276 0.312 2.543
H: -0.334 -1.577 4.412
H: 1.090 -0.711 4.369
H: 1.814 -2.514 2.800
O: 1.855 3.052 -2.922
C: 1.993 4.080 -1.943
C: 3.151 4.946 -2.444
O: 3.274 6.118 -1.704
H: 1.336 2.353 -2.532
H: 1.000 4.556 -2.010
H: 2.177 3.541 -0.983
H: 3.033 5.211 -3.491
H: 4.158 4.399 -2.481
H: 3.217 5.848 -0.783
O: 3.129 -0.923 -0.920
C: 3.765 0.259 -0.498
C: 4.317 1.051 -1.649
O: 4.865 2.205 -1.226
H: 3.754 -1.672 -1.086
H: 3.065 0.871 0.039
H: 4.593 -0.175 0.146
H: 3.588 1.442 -2.315
H: 5.088 0.472 -2.184
H: 4.679 2.402 -0.319
O: 2.032 -1.621 -5.028
C: 1.643 -1.487 -3.667
C: 0.143 -1.788 -3.420
O: -0.170 -1.546 -2.093
H: 2.861 -1.063 -5.175
H: 2.287 -2.120 -3.060
H: 1.975 -0.529 -3.354
H: -0.087 -2.847 -3.682
H: -0.410 -1.098 -4.028
H: 0.373 -2.167 -1.552
O: -2.248 -3.143 -2.358
C: -3.000 -2.970 -1.210
C: -3.575 -4.372 -0.957
O: -4.266 -4.408 0.202
H: -1.416 -2.616 -2.280
H: -2.256 -2.740 -0.423
H: -3.754 -2.236 -1.436
H: -2.824 -5.127 -0.884
H: -4.291 -4.580 -1.715
H: -4.965 -5.084 0.190
O: -1.318 2.557 3.332
H: -1.643 2.346 2.454
H: -1.977 2.349 3.995

Values from the calculation:
Lowest unoccupied orbital energy (eV): -0.3211
Highest occupied orbital energy (eV): -9.70
HOMO-LUMO gap (eV): 9.4
SMILES string: OCCO.OCCO.OCCO.OCCO.OCCO.OCCO.OCCO.O
Relative energy (zero: lowest compared OMol25 entry of this formula, charge and spin) (kJ/mol): 296.3


Molecular formula: C4H8F2S
Method: DFT, ωB97M-V/def2-TZVPD

Cartesian coordinates (Å):
F: 1.669 -0.335 0.703
C: 0.784 -1.342 0.407
F: 1.195 -2.445 1.325
C: -0.601 -0.807 0.699
C: -1.170 0.467 -0.221
C: -0.063 1.566 -0.613
S: 0.993 0.727 -2.074
H: 0.902 -1.759 -0.675
H: -0.585 -0.577 1.887
H: -1.420 -1.659 0.842
H: -1.859 0.986 0.755
H: -1.925 0.231 -1.106
H: -0.588 2.274 -1.103
H: 0.480 1.855 0.363
H: 2.189 0.818 -1.188

Values from the calculation:
Lowest unoccupied orbital energy (eV): 0.6800
Highest occupied orbital energy (eV): -9.28
HOMO-LUMO gap (eV): 10.0
SMILES string: FC(F)CCCS
Relative energy (zero: lowest compared OMol25 entry of this formula, charge and spin) (kJ/mol): 256.3


Molecular formula: C10H33BO9SSr
Method: DFT, ωB97M-V/def2-TZVPD

Cartesian coordinates (Å):
Sr: -0.441 -0.358 -0.509
B: -2.890 -1.492 -0.140
H: -2.250 -2.069 -0.896
H: -3.988 -1.829 -0.346
H: -2.558 -1.836 0.934
H: -2.807 -0.368 -0.327
S: -1.028 -0.260 -3.659
O: -0.876 -1.453 -4.514
O: -1.281 0.948 -4.439
O: -2.109 -0.452 -2.668
O: 0.160 -0.053 -2.779
C: 2.346 2.778 2.013
C: 2.709 1.590 1.151
O: 1.650 0.944 0.576
H: 2.263 3.748 1.506
H: 3.166 3.033 2.707
H: 1.469 2.571 2.634
H: 3.247 0.870 1.809
H: 3.542 1.950 0.506
C: 3.677 -1.176 -1.886
C: 2.855 -2.415 -2.265
O: 1.493 -2.156 -2.016
H: 3.353 -0.911 -0.878
H: 3.433 -0.342 -2.545
H: 4.758 -1.343 -1.928
H: 3.127 -3.233 -1.587
H: 3.146 -2.779 -3.258
H: 1.232 -1.422 -2.629
C: -3.037 1.183 2.193
C: -1.588 1.486 2.530
O: -0.690 0.545 1.940
H: -3.126 1.095 1.111
H: -3.681 1.966 2.598
H: -3.332 0.218 2.604
H: -1.460 1.421 3.621
H: -1.274 2.490 2.230
H: 0.215 0.921 1.960
C: 0.535 -4.796 0.495
C: 0.039 -3.654 1.374
O: 0.637 -2.437 0.896
H: 0.282 -4.480 -0.520
H: 0.063 -5.742 0.766
H: 1.622 -4.878 0.529
H: 0.372 -3.847 2.406
H: -1.032 -3.477 1.444
H: 1.464 -2.327 1.373
C: -1.832 4.263 -0.078
C: -0.924 3.138 -0.577
O: -1.699 2.036 -1.017
H: -2.592 4.617 -0.774
H: -1.256 5.136 0.253
H: -2.297 3.905 0.844
H: -0.311 2.828 0.268
H: -0.226 3.533 -1.321
H: -2.270 2.373 -1.715

Values from the calculation:
Lowest unoccupied orbital energy (eV): 4.6045
Total charge: -2
Highest occupied orbital energy (eV): -1.23
HOMO-LUMO gap (eV): 5.8
Relative energy (zero: lowest compared OMol25 entry of this formula, charge and spin) (kJ/mol): 0.0